Here is C39H45CdN5O as an isolated structure from the Open Molecules 2025 dataset. Energies are from wB97M-V/def2-TZVPD.

Last column: Mulliken charge in e.
Positions of all 91 atoms, in Å:
Cd1 -0.427 0.023 -0.358  1.03
N1 0.347 -3.805 1.310  -0.37
N2 0.106 -2.025 -2.022  -0.04
C1 0.848 2.578 -1.600  0.94
C2 2.004 1.841 -1.215  0.55
C3 1.867 1.467 0.140  1.07
C4 2.880 0.822 1.006  -1.29
H1 3.838 0.707 0.480  0.48
H2 2.542 -0.172 1.340  -0.15
H3 3.060 1.421 1.912  0.29
C5 0.558 1.891 0.589  -1.33
C6 0.170 2.059 2.018  -0.64
H4 0.686 2.920 2.477  0.22
H5 0.433 1.160 2.587  0.10
H6 -0.912 2.211 2.122  0.24
C7 -0.055 2.603 -0.510  1.29
C8 -1.306 3.398 -0.407  -2.33
H7 -2.004 2.951 0.315  0.39
H8 -1.819 3.467 -1.377  0.41
H9 -1.095 4.426 -0.068  0.29
C9 3.189 1.558 -2.059  -1.95
H10 4.031 2.219 -1.796  0.28
H11 2.971 1.707 -3.125  0.44
H12 3.534 0.521 -1.925  0.33
C10 0.672 3.286 -2.889  -0.97
H13 -0.378 3.551 -3.057  0.23
H14 0.996 2.658 -3.730  -0.02
H15 1.263 4.216 -2.919  0.35
C11 -0.313 -4.662 2.074  -0.44
H16 0.280 -5.173 2.834  0.48
C12 -1.688 -4.911 1.936  -0.35
H17 -2.149 -5.615 2.618  0.58
C13 -2.410 -4.252 0.942  -0.55
H18 -3.474 -4.434 0.798  0.44
C14 -1.743 -3.332 0.134  -0.93
H19 -2.229 -2.755 -0.661  0.63
C15 -0.360 -3.102 0.399  1.27
C16 0.401 -2.006 -0.182  -1.37
H20 1.493 -2.151 -0.171  0.28
C17 -0.378 -0.874 -2.434  -1.52
C18 0.438 -2.802 -3.092  -1.40
H21 0.833 -3.782 -2.906  0.69
C19 0.191 -2.114 -4.221  -0.56
H22 0.312 -2.388 -5.262  0.65
N3 -0.290 -0.858 -3.808  1.49
C20 -0.464 0.273 -4.651  -0.65
C21 0.552 0.586 -5.568  1.44
C22 0.335 1.676 -6.414  -1.37
H23 1.094 1.912 -7.160  0.11
C23 -0.817 2.456 -6.313  1.68
C24 -1.033 3.603 -7.252  -1.73
H24 -1.581 4.412 -6.755  0.37
H25 -1.618 3.297 -8.131  0.36
H26 -0.073 3.991 -7.610  0.35
C25 -1.777 2.145 -5.347  -1.60
H27 -2.682 2.748 -5.262  0.03
C26 -1.618 1.051 -4.495  2.73
C27 -2.659 0.717 -3.478  -2.30
H28 -2.937 -0.345 -3.474  0.28
H29 -3.561 1.298 -3.716  0.57
H30 -2.358 1.003 -2.457  0.11
C28 1.845 -0.156 -5.618  -1.77
H31 1.738 -1.184 -5.985  0.38
H32 2.376 -0.179 -4.654  0.25
H33 2.497 0.367 -6.328  0.41
C29 0.406 -1.464 7.082  -3.25
N4 0.899 -1.431 5.719  1.05
N5 0.095 -1.296 4.640  0.51
C30 0.883 -1.354 3.487  -1.18
O1 0.450 -1.044 2.362  0.83
C31 2.190 -1.708 3.952  -2.59
C32 2.162 -1.699 5.323  2.24
C33 3.280 -1.889 6.274  -1.83
C34 -1.215 -0.731 4.676  -0.92
C35 -1.549 0.259 5.602  0.19
C36 -2.809 0.860 5.541  -0.32
C37 -3.706 0.510 4.523  -0.15
C38 -3.355 -0.461 3.576  -1.22
C39 -2.116 -1.092 3.662  -0.12
H34 0.888 -2.295 7.609  1.11
H35 -0.675 -1.614 7.108  0.68
H36 0.656 -0.532 7.609  0.08
H37 3.025 -1.882 3.299  0.40
H38 2.962 -1.821 7.320  0.50
H39 3.753 -2.869 6.118  0.41
H40 4.055 -1.129 6.102  0.25
H41 -0.829 0.558 6.365  0.08
H42 -3.081 1.605 6.291  0.52
H43 -4.683 0.995 4.468  0.45
H44 -4.040 -0.735 2.773  0.85
H45 -1.820 -1.861 2.950  0.56

E_LUMO (alpha / beta), eV: 3.941 / 3.942
HOMO-LUMO gap (alpha / beta), eV: 1.37 / 1.37
Maximum force, eV/A: 3.2
Net charge: -2
Spin multiplicity: 1